Entry from the Open Molecules 2025 dataset: C39H23F15GeMnN4OS as an isolated structure at a distorted geometry (the ωB97M-V functional and the def2-TZVPD basis).

Its max |F| is 1.29 eV/A. For the total energy, the calculation gives -188252.1005 eV. The energy above the lowest of the compared OMol25 structures with the same formula, charge and spin is 0.0000 eV. Its expectation value of S² is 6.46. As for the HOMO energy (alpha / beta): -11.39 / -10.25 eV. The LUMO energy (alpha / beta) comes out at -2.41 / -2.53 eV. As for the spin multiplicity: 5. For the HOMO-LUMO gap (alpha / beta), the calculation gives 9.0 / 7.7 eV. The total charge is +1.

Last column: Löwdin spin population.
Element x y z (Å)
Mn -0.487 -1.721 -0.971  4.32
C -3.526 -2.461 -1.625  0.00
C -3.408 -0.947 -1.874  0.01
C -3.254 -0.233 -0.560  0.01
C -4.071 0.820 -0.187  0.00
C -3.928 1.367 1.080  0.00
C -2.999 0.812 1.944  0.00
C -2.220 -0.234 1.488  0.01
N -2.313 -0.737 0.254  0.03
N -2.233 -3.148 -1.840  0.02
C -2.140 -4.411 -1.095  0.00
C -1.446 -4.317 0.249  0.01
C -1.689 -5.278 1.217  0.00
C -0.996 -5.229 2.413  0.00
C -0.079 -4.209 2.616  0.00
C 0.106 -3.286 1.608  0.01
N -0.557 -3.341 0.443  0.02
C -2.034 -3.373 -3.271  0.00
C -0.581 -3.555 -3.632  0.01
C -0.228 -3.983 -4.904  0.00
C 1.109 -4.140 -5.211  0.00
C 2.049 -3.909 -4.218  0.00
C 1.607 -3.497 -2.978  0.00
N 0.315 -3.294 -2.683  0.03
H -4.298 -2.898 -2.268  0.00
H -3.821 -2.633 -0.592  0.00
H -4.270 -0.561 -2.415  0.00
H -2.527 -0.745 -2.492  0.00
H -4.813 1.198 -0.878  0.00
H -4.547 2.197 1.394  0.00
H -2.876 1.178 2.955  0.00
H -1.490 -0.694 2.141  0.00
H -1.568 -5.124 -1.693  0.00
H -3.133 -4.845 -0.951  0.00
H -2.418 -6.057 1.029  0.00
H -1.170 -5.976 3.178  0.00
H 0.484 -4.126 3.536  0.00
H 0.806 -2.467 1.723  0.00
H -2.433 -2.519 -3.822  0.00
H -2.597 -4.252 -3.609  0.00
H -1.000 -4.183 -5.637  0.00
H 1.413 -4.449 -6.203  0.00
H 3.107 -4.041 -4.399  0.00
H 2.314 -3.340 -2.177  0.00
F 3.476 2.019 -0.947  0.00
C 4.084 2.405 0.190  0.00
C 3.307 2.750 1.282  0.00
C 3.971 3.182 2.415  0.00
F 3.295 3.596 3.492  0.00
C 5.351 3.231 2.474  0.00
F 5.971 3.641 3.575  0.00
C 6.095 2.851 1.371  0.00
F 7.418 2.888 1.422  0.00
C 5.462 2.440 0.211  0.00
F 6.178 2.089 -0.853  0.00
Ge 1.378 2.496 1.092  -0.02
S 0.843 0.345 0.928  -0.02
C 0.784 3.786 -0.242  0.00
C -0.185 3.514 -1.193  0.00
F -0.725 2.299 -1.276  0.00
C -0.647 4.482 -2.061  0.00
F -1.583 4.199 -2.966  0.00
C -0.139 5.765 -1.976  0.00
F -0.580 6.706 -2.798  0.00
C 0.818 6.075 -1.027  0.00
F 1.287 7.315 -0.940  0.00
C 1.261 5.085 -0.174  0.00
F 2.161 5.420 0.759  0.00
C 0.434 2.831 2.785  0.00
C 0.822 2.122 3.912  0.00
F 1.877 1.299 3.852  0.00
C 0.159 2.218 5.118  0.00
F 0.568 1.537 6.184  0.00
C -0.961 3.027 5.203  0.00
F -1.623 3.121 6.348  0.00
C -1.400 3.722 4.093  0.00
F -2.504 4.463 4.171  0.00
C -0.697 3.622 2.906  0.00
F -1.173 4.312 1.862  0.00
C 2.613 -0.823 -0.928  -0.04
C 1.156 -0.461 -0.704  -0.27
O 0.337 -0.184 -1.689  -0.11
H 2.955 -0.407 -1.877  -0.01
H 2.763 -1.902 -0.948  -0.01
H 3.232 -0.433 -0.126  0.00

---

Entry from the Open Molecules 2025 dataset: C39H24F9IrN3P as an isolated structure (the ωB97M-V functional and the def2-TZVPD basis).

Its max |F| is 0.22 eV/A. For the total energy, the calculation gives -81877.9410 eV. The energy above the lowest of the compared OMol25 structures with the same formula, charge and spin is 0.0229 eV. As for the HOMO energy (alpha / beta): -13.46 / -13.46 eV. The LUMO energy (alpha / beta) comes out at -7.21 / -7.21 eV. For the HOMO-LUMO gap (alpha / beta), the calculation gives 6.3 / 6.3 eV. The total charge is +2.

Last column: Mulliken charge in e.
Element x y z (Å)
Ir -0.053 1.053 1.063  0.84
C 4.118 0.165 2.189  -1.12
C 2.721 0.206 2.220  0.02
N 2.002 0.932 1.381  -0.03
C 2.662 1.703 0.451  0.56
C 4.057 1.664 0.308  1.28
C 4.785 0.873 1.221  -0.54
C 4.653 2.400 -0.745  -0.88
C 3.860 3.105 -1.608  -1.30
C 2.459 3.171 -1.439  -0.73
C 1.857 2.526 -0.387  0.00
N 0.503 2.535 -0.012  -0.09
C -0.532 3.278 -0.607  0.57
C -0.422 4.439 -1.332  -0.68
C -1.577 5.105 -1.800  -1.15
C -2.833 4.650 -1.515  -0.89
C -2.985 3.503 -0.699  0.90
C -4.233 3.023 -0.249  -0.77
C -4.288 1.969 0.628  -0.99
C -3.096 1.363 1.039  0.46
N -1.915 1.759 0.597  0.19
C -1.834 2.834 -0.256  0.08
H 4.642 -0.440 2.914  0.48
H 2.195 -0.390 2.951  0.45
H 5.865 0.835 1.149  0.52
H 5.729 2.385 -0.856  0.47
H 4.302 3.642 -2.436  0.43
H 1.887 3.733 -2.159  0.58
H 0.537 4.896 -1.521  0.68
H -1.447 6.007 -2.382  0.42
H -3.713 5.167 -1.871  0.47
H -5.139 3.510 -0.587  0.49
H -5.226 1.602 1.017  0.49
H -3.102 0.544 1.743  0.11
F 5.533 -4.335 -0.955  -0.24
C 5.319 -3.602 0.140  0.72
F 6.230 -2.612 0.153  -0.24
F 5.532 -4.369 1.210  -0.27
C 3.923 -3.019 0.134  0.31
C 3.627 -2.031 -0.800  -1.13
C 2.372 -1.455 -0.810  -0.84
C 1.419 -1.868 0.125  0.17
C 1.708 -2.878 1.037  -0.44
C 2.968 -3.461 1.035  -0.78
P -0.138 -0.990 0.156  2.87
C -0.976 -1.264 -1.396  0.46
C -1.561 -0.211 -2.096  -0.05
C -2.215 -0.463 -3.290  -0.97
C -2.288 -1.762 -3.772  0.10
C -1.697 -2.815 -3.086  -1.04
C -1.029 -2.567 -1.900  -0.87
C -3.054 -2.030 -5.050  0.89
F -2.929 -1.012 -5.908  -0.26
F -4.359 -2.180 -4.779  -0.24
F -2.627 -3.141 -5.653  -0.25
C -1.143 -1.466 1.560  0.97
C -2.422 -2.009 1.432  -1.28
C -3.269 -2.019 2.524  -0.99
C -2.877 -1.416 3.722  -0.06
C -1.620 -0.857 3.855  -1.44
C -0.731 -0.897 2.779  0.21
C -3.859 -1.327 4.872  0.79
F -4.710 -2.352 4.863  -0.26
F -3.230 -1.302 6.046  -0.25
F -4.574 -0.194 4.760  -0.26
H 4.381 -1.715 -1.510  0.48
H 2.137 -0.685 -1.536  0.55
H 0.961 -3.216 1.745  0.54
H 3.207 -4.248 1.738  0.55
H -1.487 0.802 -1.728  0.35
H -2.660 0.347 -3.853  0.50
H -1.748 -3.818 -3.485  0.50
H -0.546 -3.383 -1.376  0.52
H -2.747 -2.422 0.486  0.53
H -4.247 -2.477 2.451  0.50
H -1.314 -0.422 4.797  0.55
H 0.299 -0.606 2.956  -0.25

---

Entry from the Open Molecules 2025 dataset: C39H26Co2F3O5PS as an isolated structure at a distorted geometry (the ωB97M-V functional and the def2-TZVPD basis).

Its max |F| is 6.79 eV/A. For the total energy, the calculation gives -154611.2884 eV. As for the HOMO energy: -12.14 eV. The LUMO energy comes out at -9.88 eV. For the HOMO-LUMO gap, the calculation gives 2.3 eV. The total charge is +2.

Last column: Mulliken charge in e.
Element x y z (Å)
F 1.715 -4.072 9.255  -0.23
C 2.772 -3.639 8.506  0.76
F 2.872 -2.290 8.707  -0.23
F 3.900 -4.201 9.048  -0.20
C 2.611 -3.984 7.058  0.49
C 3.147 -3.121 6.098  -0.53
C 2.940 -3.377 4.758  -0.39
C 2.112 -4.472 4.357  0.07
S 1.536 -4.585 2.810  0.05
C 1.743 -5.426 5.353  -0.25
C 1.955 -5.160 6.690  -0.61
H 3.715 -2.252 6.414  0.46
H 3.352 -2.719 3.995  0.57
H 1.229 -6.329 5.037  0.48
H 1.607 -5.854 7.451  0.45
O 0.361 -1.999 1.888  -0.19
C -0.756 -1.717 1.745  0.20
Co -2.393 -1.124 1.611  -0.11
C -3.476 -2.487 1.698  0.33
O -4.220 -3.367 1.807  -0.24
C -2.469 -0.457 3.222  0.24
O -2.487 -0.005 4.287  -0.26
C -2.218 0.503 0.380  -1.06
C -0.853 0.878 0.379  0.20
C -0.085 1.632 1.208  -0.24
C 1.349 1.583 1.340  1.18
C 1.935 2.326 2.401  -0.71
C 3.299 2.259 2.646  -0.68
C 4.107 1.455 1.830  -0.51
C 3.560 0.764 0.745  -0.97
C 2.186 0.818 0.497  0.13
Co -1.300 -0.314 -0.911  1.24
C 0.120 -1.287 -1.188  -0.04
O 1.021 -1.984 -1.433  -0.34
C -2.516 -1.474 -1.461  0.23
O -3.292 -2.250 -1.835  -0.34
P -1.244 0.936 -2.702  2.58
C 0.231 0.650 -3.752  -0.16
C 1.169 1.649 -4.059  -0.52
C 2.314 1.325 -4.794  -0.76
C 2.514 0.024 -5.265  -0.60
C 1.560 -0.963 -4.996  -0.82
C 0.426 -0.653 -4.244  -0.15
C -2.665 0.695 -3.834  -0.35
C -2.524 0.463 -5.212  -0.52
C -3.658 0.249 -6.002  -0.71
C -4.938 0.307 -5.440  -0.60
C -5.082 0.570 -4.074  -0.76
C -3.952 0.750 -3.273  -0.09
C -1.228 2.735 -2.369  0.21
C -2.255 3.603 -2.774  -0.77
C -2.262 4.930 -2.333  -0.69
C -1.244 5.411 -1.502  -0.71
C -0.197 4.562 -1.130  -0.86
C -0.182 3.241 -1.578  -0.60
H -3.044 1.216 0.336  0.72
H -0.613 2.326 1.878  0.44
H 1.284 2.937 3.032  0.42
H 3.739 2.823 3.471  0.44
H 5.176 1.392 2.033  0.44
H 4.198 0.176 0.088  0.47
H 1.746 0.256 -0.326  0.14
H 1.003 2.674 -3.728  0.46
H 3.052 2.103 -4.998  0.44
H 3.405 -0.222 -5.845  0.42
H 1.691 -1.981 -5.366  0.42
H -0.324 -1.424 -4.047  0.49
H -1.532 0.440 -5.665  0.45
H -3.537 0.035 -7.067  0.43
H -5.821 0.156 -6.064  0.41
H -6.074 0.631 -3.622  0.44
H -4.069 0.940 -2.204  0.34
H -3.045 3.236 -3.428  0.43
H -3.075 5.592 -2.638  0.43
H -1.259 6.446 -1.151  0.41
H 0.611 4.916 -0.483  0.46
H 0.627 2.574 -1.270  0.85

---

Entry from the Open Molecules 2025 dataset: C39H28BaF3N6OPS as an isolated structure at a distorted geometry (the ωB97M-V functional and the def2-TZVPD basis).

Its max |F| is 4.43 eV/A. For the total energy, the calculation gives -80856.2532 eV. The energy above the lowest of the compared OMol25 structures with the same formula, charge and spin is 3.0487 eV. As for the HOMO energy: -6.62 eV. The LUMO energy comes out at -0.67 eV. For the HOMO-LUMO gap, the calculation gives 6.0 eV. The total charge is 0.

Last column: Mulliken charge in e.
Element x y z (Å)
Ba 1.842 1.525 -0.067  2.06
N 1.982 2.397 -4.450  0.26
C 2.333 2.494 -3.154  -0.48
N 1.523 2.756 -2.188  -0.55
C 0.184 2.912 -2.455  0.26
N -0.732 2.951 -1.542  -0.69
N -0.365 2.834 -0.260  -0.50
C -1.289 2.486 0.562  -0.11
C -1.035 2.476 1.979  0.81
C -2.058 2.178 2.891  -0.94
C -1.801 2.282 4.243  -0.08
C -0.531 2.670 4.655  -0.71
C 0.424 2.923 3.680  -0.15
N 0.192 2.831 2.385  -0.20
C -0.258 2.943 -3.841  0.84
C -1.579 3.202 -4.201  -0.36
C -1.977 3.070 -5.515  -0.74
C -1.069 2.652 -6.480  -0.53
C 0.249 2.415 -6.147  -0.82
C 0.665 2.581 -4.832  0.03
H 2.664 2.104 -5.135  0.32
H 3.388 2.416 -2.935  0.44
H -2.295 2.244 0.209  0.38
H -3.035 1.885 2.536  0.32
H -2.574 2.069 4.966  0.48
H -0.287 2.774 5.702  0.39
H 1.425 3.232 3.949  0.42
H -2.267 3.486 -3.421  0.48
H -3.000 3.269 -5.791  0.41
H -1.394 2.504 -7.498  0.42
H 0.958 2.085 -6.888  0.43
F 2.683 -0.285 -5.416  -0.20
C 1.739 -1.229 -5.187  0.10
F 2.383 -2.325 -4.769  -0.26
F 1.259 -1.524 -6.414  -0.34
C 0.658 -0.771 -4.258  -0.14
C -0.660 -0.776 -4.664  -0.32
C -1.637 -0.322 -3.788  -1.42
C -1.231 0.124 -2.543  -0.14
N 0.024 0.143 -2.137  0.52
C 0.987 -0.299 -2.959  0.59
S 2.589 -0.236 -2.430  -0.38
H -0.920 -1.121 -5.654  0.53
H -2.676 -0.320 -4.070  0.44
H -1.940 0.519 -1.829  0.36
O 3.372 0.835 1.358  -0.90
C 2.483 0.109 1.803  0.20
C 2.739 -0.909 2.851  -0.37
C 3.980 -1.341 3.305  -0.65
C 4.042 -2.344 4.256  -0.67
C 2.875 -2.897 4.762  -0.64
C 1.631 -2.470 4.319  -0.64
C 1.563 -1.484 3.348  -0.35
P 0.059 -0.750 2.604  2.12
C -0.112 -1.787 1.105  0.24
C -1.295 -1.632 0.384  -0.08
C -1.512 -2.340 -0.783  -1.02
C -0.526 -3.184 -1.266  -0.42
C 0.659 -3.334 -0.564  -0.80
C 0.866 -2.650 0.623  -0.65
C -1.195 -1.542 3.693  -0.07
C -2.089 -2.540 3.326  -0.27
C -3.087 -2.937 4.198  -0.67
C -3.199 -2.349 5.447  -0.51
C -2.303 -1.361 5.829  -0.85
C -1.320 -0.952 4.951  -0.28
H 4.874 -0.893 2.894  0.50
H 5.002 -2.703 4.597  0.40
H 2.934 -3.675 5.508  0.42
H 0.731 -2.914 4.721  0.42
H -2.054 -0.963 0.769  0.61
H -2.445 -2.234 -1.321  0.43
H -0.676 -3.726 -2.188  0.38
H 1.428 -3.992 -0.945  0.41
H 1.791 -2.796 1.167  0.30
H -1.999 -3.011 2.359  0.39
H -3.780 -3.712 3.896  0.43
H -3.979 -2.665 6.124  0.38
H -2.381 -0.908 6.809  0.43
H -0.621 -0.170 5.224  0.58